A 7-piece molecular cluster, C18H50O6 overall in a non-equilibrium geometry, computed with ωB97M-V with the def2-TZVPD basis set.

Atoms and positions in Å:
C  5.320  82.114  56.924
C  5.472  83.393  57.782
C  4.450  83.445  58.917
C  4.528  84.872  59.654
C  3.548  84.847  60.795
C  3.742  85.996  61.724
H  6.262  82.156  56.255
H  4.244  82.014  56.372
H  5.437  81.273  57.615
H  5.331  84.351  57.281
H  6.414  83.597  58.142
H  4.801  82.680  59.498
H  3.424  83.196  58.474
H  4.398  85.569  59.071
H  5.574  84.886  60.001
H  3.937  84.031  61.392
H  2.531  84.681  60.515
H  4.648  86.051  62.179
H  2.883  85.982  62.452
H  3.657  86.799  61.130
C  -0.246  88.372  61.259
C  0.761  88.067  60.084
O  1.508  89.289  60.022
H  -0.989  87.342  61.403
H  -0.904  89.202  60.946
H  0.334  88.449  62.220
H  0.109  87.731  59.249
H  1.335  87.191  60.282
H  1.877  89.539  59.272
C  8.222  86.885  60.861
C  6.815  87.418  61.458
O  6.910  88.752  61.344
H  9.121  87.068  61.603
H  8.424  87.259  59.809
H  8.028  85.839  60.615
H  6.729  87.128  62.406
H  6.054  86.989  60.716
H  5.977  89.209  61.506
C  5.704  88.876  58.072
C  6.455  88.116  56.902
O  5.571  87.125  56.362
H  5.212  88.060  58.733
H  4.898  89.494  57.696
H  6.431  89.424  58.633
H  7.256  87.659  57.170
H  6.491  88.855  56.068
H  5.035  87.463  55.867
C  4.283  89.271  63.388
C  3.598  89.923  62.124
O  4.474  90.281  61.161
H  3.726  88.744  63.998
H  5.121  89.939  63.788
H  4.746  88.410  63.122
H  2.996  90.791  62.441
H  2.832  89.445  61.733
H  4.207  90.425  60.373
C  1.993  87.678  57.788
C  1.741  88.908  56.901
O  1.064  89.934  57.526
H  2.367  87.964  58.774
H  2.885  87.114  57.369
H  0.920  87.308  58.060
H  0.840  88.720  56.166
H  2.500  89.386  56.540
H  0.848  90.669  56.847
C  8.725  84.146  53.931
C  7.462  84.965  54.570
O  7.825  85.207  55.836
H  8.540  83.694  52.951
H  8.875  83.351  54.615
H  9.575  84.797  53.921
H  6.409  84.441  54.591
H  7.325  85.902  54.099
H  7.105  85.637  56.391

Output
2S+1: 1
Gap between HOMO and LUMO in eV: 9.87
SMILES string: CCCCCC.CCO.CCO.CCO.CCO.CCO.CCO
HOMO energy in eV: -9.656

Here are the Löwdin charges for atoms 1 to 6, given in e: C -0.10; C -0.31; C -0.18; C -0.17; C -0.25; C -0.11

One molecule with the formula C5H11NO in a non-equilibrium geometry, computed with ωB97M-V with the def2-TZVPD basis set.

Atoms and positions in Å:
C  0.011  -2.731  0.154
C  -0.668  -1.472  -0.210
C  0.204  -0.160  -0.150
C  1.249  -0.101  -1.238
N  -0.737  0.925  -0.261
C  -0.571  2.025  0.628
O  0.392  2.043  1.356
H  -0.055  -3.068  1.222
H  -0.369  -3.547  -0.426
H  1.095  -2.697  -0.195
H  -1.102  -1.443  -1.274
H  -1.578  -1.432  0.497
H  0.689  -0.019  0.938
H  1.789  0.930  -0.985
H  0.846  0.084  -2.185
H  1.961  -0.895  -1.338
H  -1.296  0.962  -1.067
H  -1.300  2.940  0.697

Output
2S+1: 1
Gap between HOMO and LUMO in eV: 10.51
SMILES string: CC[C@@H](C)NC=O
HOMO energy in eV: -9.540

Here are the Löwdin charges for atoms 1 to 6, given in e: C -0.14; C -0.25; C -0.42; C -0.06; N 0.02; C -0.31

C40H40BrCrN5O8 as an isolated structure in a non-equilibrium geometry, computed with ωB97M-V with the def2-TZVPD basis set.

Atoms and positions in Å:
Cr  0.609  -1.174  0.596
O  2.485  -0.090  3.302
C  3.541  0.132  2.446
O  4.668  -0.030  2.779
C  3.155  0.715  1.089
C  4.066  1.678  0.654
C  3.678  2.481  -0.434
C  2.450  2.334  -0.954
C  1.633  1.302  -0.538
N  1.997  0.541  0.520
C  0.356  0.893  -1.283
O  -0.124  1.616  -2.108
O  -0.138  -0.279  -0.919
H  2.933  -0.175  4.210
H  4.909  1.940  1.279
H  4.354  3.260  -0.859
H  2.087  2.934  -1.841
C  -5.391  -0.344  -2.716
C  -4.986  -1.818  -2.986
C  -4.685  -1.949  -4.540
C  -6.160  -2.741  -2.594
C  -3.734  -2.163  -2.219
C  -3.787  -2.265  -0.813
C  -2.659  -2.584  -0.083
Br  -2.839  -2.840  1.844
C  -1.388  -2.682  -0.641
O  -0.392  -2.701  0.184
C  -1.316  -2.704  -2.034
C  -2.516  -2.378  -2.780
C  -0.015  -3.077  -2.805
C  0.347  -1.975  -3.792
C  1.187  -3.394  -1.916
C  -0.315  -4.350  -3.591
H  -6.275  -0.116  -3.400
H  -4.601  0.216  -3.021
H  -5.734  -0.116  -1.697
H  -5.603  -1.832  -5.146
H  -4.444  -3.007  -4.739
H  -3.923  -1.280  -4.842
H  -7.027  -2.454  -3.257
H  -6.386  -2.628  -1.534
H  -5.889  -3.754  -2.730
H  -4.713  -2.142  -0.281
H  -2.420  -2.451  -3.885
H  0.406  -0.951  -3.442
H  -0.413  -2.003  -4.579
H  1.322  -2.255  -4.278
H  1.501  -2.493  -1.457
H  1.967  -3.738  -2.575
H  0.989  -4.209  -1.201
H  -1.195  -4.250  -4.247
H  -0.516  -5.223  -2.890
H  0.557  -4.652  -4.217
N  0.999  -3.183  3.185
C  2.045  -3.132  2.366
O  2.119  -2.083  1.568
C  3.160  -3.956  2.393
C  3.215  -5.091  3.300
N  3.364  -5.980  4.021
C  4.096  -3.985  1.265
N  4.798  -4.006  0.341
H  0.258  -2.483  3.059
H  0.815  -4.002  3.801
C  4.595  4.995  3.070
C  3.304  4.956  2.329
C  3.212  5.548  1.056
C  2.003  5.445  0.335
C  0.996  4.677  0.812
C  1.023  4.124  2.119
N  0.030  3.287  2.617
C  -1.097  2.756  1.823
C  -1.868  3.615  1.092
C  -2.825  3.142  0.220
C  -2.879  1.800  -0.079
C  -2.167  0.917  0.759
C  -1.281  1.393  1.756
C  -0.594  0.424  2.713
O  -0.303  0.678  3.868
O  -0.395  -0.747  2.174
C  2.202  4.207  2.897
C  2.322  3.630  4.283
H  5.393  5.338  2.434
H  4.866  3.944  3.422
H  4.572  5.722  3.908
H  4.051  6.015  0.628
H  1.929  5.894  -0.641
H  0.081  4.609  0.239
H  0.375  2.537  3.229
H  -1.782  4.701  1.224
H  -3.422  3.887  -0.360
H  -3.560  1.430  -0.803
H  -2.384  -0.101  0.613
H  2.648  2.603  4.278
H  1.365  3.565  4.793
H  3.098  4.133  4.853

Output
2S+1: 4
Gap between HOMO and LUMO (alpha / beta) in eV: 7.16 / 7.15
Net charge: -1
HOMO energy (alpha / beta) in eV: -5.590 / -5.595

Here are the Löwdin charges for atoms 1 to 6, given in e: Cr 1.00; O 0.07; C -0.46; O 0.14; C -0.16; C 0.05

E_tot, respectively: -1166.78554, -327.07406, -6042.68504 hartree.
Relative energy (zero: lowest compared OMol25 entry of this formula, charge and spin), respectively: 2.092, 1.559, 0.830 eV.